ORCA calculation (ωB97M-V/def2-TZVPD) on C21H26CaF6NO22S2 as an isolated structure in a non-equilibrium geometry.

The calculation puts the molar mass at 862.6 g/mol. Its lowest unoccupied orbital energy is -2.0 eV. The gap between HOMO and LUMO is 9.2 eV. The largest force on an atom comes out at 5.4 eV/Å. As for the HOMO energy: -11.17 eV. The energy relative to the best compared isomer or geometry (same formula, charge and spin) comes out at 10.1 kcal/mol.

Structure (ORCA input):
```
! RIJCOSX wB97M-V def2-TZVPD def2/J DEFGRID3
* xyz 1 1
Ca 0.601 -0.197 -0.098
C 4.488 -1.832 1.215
F 3.511 -2.507 1.848
F 5.528 -1.652 2.042
F 4.884 -2.536 0.142
S 3.733 -0.043 0.701
O 2.815 0.321 1.773
O 4.833 0.936 0.512
N 2.707 -0.428 -0.644
S 3.725 -0.355 -1.909
O 3.578 1.011 -2.475
O 5.114 -0.729 -1.704
C 2.919 -1.643 -3.153
F 1.583 -1.413 -3.179
F 3.528 -1.347 -4.355
F 3.189 -2.881 -2.697
C 0.635 5.548 -0.744
C -0.738 4.887 -0.685
O -0.503 3.528 -0.414
C 0.795 3.300 -0.463
O 1.311 2.190 -0.430
O 1.461 4.380 -0.741
H 0.792 6.138 0.159
H 0.816 6.268 -1.543
H -1.120 4.980 -1.702
H -1.359 5.411 0.041
C -2.183 -2.391 4.154
C -0.925 -2.780 4.960
O 0.095 -2.034 4.368
C -0.287 -1.669 3.106
O 0.470 -1.279 2.163
O -1.568 -1.820 2.974
H -2.823 -1.802 4.811
H -2.650 -3.363 3.999
H -0.683 -3.833 4.810
H -1.069 -2.709 6.038
C 0.843 2.472 -4.987
C -0.209 1.577 -5.560
O -0.809 0.871 -4.456
C -0.119 1.067 -3.340
O -0.327 0.561 -2.218
O 0.826 1.966 -3.634
H 0.540 3.510 -5.118
H 1.798 2.269 -5.473
H 0.285 0.857 -6.213
H -1.074 2.111 -5.952
C -0.477 -5.758 -1.065
C -0.076 -5.356 -2.486
O 0.029 -3.966 -2.435
C 0.145 -3.572 -1.183
O 0.388 -2.415 -0.847
O 0.111 -4.672 -0.387
H 0.105 -6.635 -0.782
H -1.556 -5.783 -0.911
H -0.914 -5.593 -3.141
H 0.870 -5.783 -2.819
C -4.511 -2.240 -0.610
C -3.832 -2.321 -1.981
O -2.678 -1.491 -1.650
C -2.508 -1.362 -0.321
O -1.630 -0.669 0.196
O -3.460 -2.054 0.289
H -4.969 -3.188 -0.328
H -5.203 -1.408 -0.484
H -4.408 -1.946 -2.828
H -3.345 -3.249 -2.279
C -1.750 4.725 3.982
C -0.520 3.934 3.799
C -0.422 2.762 4.804
O -0.143 1.747 3.913
C -0.532 2.001 2.673
O -0.177 1.333 1.736
O -0.782 3.269 2.543
H -1.815 5.517 3.236
H -1.679 5.089 5.007
H -2.653 4.125 3.869
H 0.386 4.527 3.673
H -1.336 2.583 5.370
H 0.387 2.932 5.515
*
```

Atomic partial charges in e from the Löwdin method, atoms 1 to 2: atom 1 (Ca): 1.450, atom 2 (C): -0.576